Record 1
Here is 10 unconnected molecules or ions with the total composition C43H82B3IO14 from the Open Molecules 2025 dataset. Energies are from the ωB97M-V functional and the def2-TZVPD basis.

XYZ file:
```
143
Properties=species:S:1:pos:R:3:forces:R:3:lowdin_charge:R:1
C 0.343 -0.704 2.070 -0.023 -0.227 -0.591 0.117
C 0.047 0.385 1.657 0.138 -0.505 0.323 -0.129
C -0.332 1.653 1.085 -0.269 0.706 -0.395 -0.036
B -0.903 1.353 -0.343 -0.111 0.283 0.421 -0.517
O -0.172 1.522 -1.498 -0.148 -0.026 -0.066 0.251
B -0.691 0.869 -2.579 0.466 0.147 -0.795 -1.079
I -0.529 1.789 -4.523 0.078 -0.317 0.330 0.943
O -1.349 -0.318 -2.415 -0.442 0.554 0.250 0.204
B -2.202 -0.290 -1.303 -0.472 -0.555 -0.145 -0.543
C -3.121 -1.518 -0.986 -0.235 0.430 -0.075 0.003
C -4.265 -1.261 -0.005 0.286 -0.584 0.292 -0.174
O -5.434 -0.834 -0.705 0.145 0.158 0.026 -0.009
C -5.480 0.499 -0.980 -0.152 0.339 -0.699 -0.517
C -5.457 1.448 0.173 -0.091 0.250 0.556 0.024
O -5.593 0.875 -2.118 -0.048 -0.254 0.214 0.128
O -2.181 0.810 -0.467 0.637 -0.391 0.022 0.300
H 0.586 -1.739 2.153 0.017 0.109 0.445 0.032
H -1.135 2.105 1.664 -0.056 0.017 0.275 0.108
H 0.505 2.342 1.047 0.198 0.142 0.057 0.104
H -2.490 -2.313 -0.581 0.164 -0.070 -0.048 0.129
H -3.563 -1.894 -1.909 0.093 -0.201 -0.065 0.123
H -4.522 -2.195 0.489 -0.251 -0.017 -0.020 0.127
H -3.979 -0.566 0.784 -0.070 0.189 -0.024 0.111
H -4.438 1.692 0.470 0.121 -0.065 -0.058 0.082
H -5.941 2.371 -0.127 0.007 0.066 -0.160 0.095
H -5.971 1.057 1.050 0.014 -0.234 -0.004 0.075
C 2.120 -2.336 -2.149 0.125 -0.055 -0.001 -0.141
C 2.092 -3.653 -2.923 -0.052 0.123 -0.081 -0.148
C 1.680 -4.636 -1.839 0.225 -0.042 0.108 -0.194
O 0.846 -3.913 -0.932 -0.064 -0.001 -0.012 -0.148
C 0.943 -2.512 -1.205 -0.095 0.090 0.125 -0.187
H 2.025 -1.449 -2.776 -0.007 -0.023 -0.033 0.115
H 3.054 -2.256 -1.586 -0.024 0.040 0.017 0.108
H 1.332 -3.616 -3.702 0.045 -0.030 -0.046 0.082
H 3.045 -3.901 -3.388 0.008 -0.046 0.025 0.117
H 2.559 -4.992 -1.287 -0.004 -0.077 -0.046 0.106
H 1.135 -5.498 -2.224 -0.045 0.011 0.023 0.122
H 0.012 -2.174 -1.669 0.024 -0.046 -0.048 0.101
H 1.067 -1.975 -0.263 0.004 -0.018 -0.008 0.100
C -7.154 -2.610 4.392 -0.129 0.051 -0.046 -0.161
C -7.779 -2.962 3.042 0.086 -0.027 -0.018 -0.164
C -7.777 -1.612 2.337 -0.080 0.012 0.025 -0.196
O -6.643 -0.899 2.840 0.028 0.045 0.029 -0.158
C -6.117 -1.575 3.985 0.057 -0.246 -0.239 -0.206
H -6.719 -3.462 4.912 0.017 -0.010 -0.020 0.113
H -7.904 -2.158 5.045 0.011 0.001 0.004 0.115
H -7.139 -3.667 2.507 -0.009 0.000 -0.008 0.113
H -8.774 -3.396 3.118 -0.012 0.013 0.009 0.112
H -8.681 -1.039 2.571 -0.021 -0.036 -0.010 0.119
H -7.692 -1.696 1.253 0.050 0.041 -0.009 0.115
H -5.173 -2.053 3.697 0.016 -0.016 0.090 0.122
H -5.914 -0.851 4.765 -0.004 0.069 0.077 0.089
C 4.425 4.478 1.136 -0.026 0.064 -0.089 -0.166
C 4.077 5.523 2.190 -0.001 0.010 0.130 -0.175
C 2.559 5.572 2.091 -0.017 -0.008 -0.104 -0.200
O 2.137 4.260 1.702 0.055 -0.029 -0.027 -0.156
C 3.275 3.494 1.287 -0.011 -0.070 0.107 -0.204
H 5.399 4.013 1.282 0.000 -0.012 0.019 0.110
H 4.410 4.932 0.143 0.009 -0.006 0.000 0.117
H 4.377 5.169 3.180 -0.014 -0.001 0.002 0.115
H 4.546 6.489 2.017 0.028 -0.015 -0.035 0.099
H 2.234 6.282 1.323 0.025 0.041 0.027 0.118
H 2.079 5.837 3.034 -0.047 -0.044 -0.006 0.115
H 3.491 2.745 2.057 0.046 -0.026 -0.035 0.116
H 3.036 2.974 0.357 -0.055 0.003 0.004 0.116
C 3.482 -5.999 1.463 0.092 0.112 0.050 -0.177
C 4.094 -6.574 2.738 -0.045 -0.044 -0.016 -0.166
C 3.408 -5.739 3.813 0.074 0.120 -0.015 -0.208
O 2.119 -5.401 3.303 0.042 -0.016 -0.037 -0.143
C 2.053 -5.713 1.906 -0.095 -0.044 0.000 -0.197
H 3.540 -6.670 0.607 -0.036 -0.021 0.005 0.109
H 3.982 -5.064 1.198 0.004 -0.010 -0.017 0.102
H 3.821 -7.626 2.845 0.000 0.002 0.006 0.113
H 5.180 -6.500 2.775 0.004 0.020 0.002 0.111
H 3.955 -4.808 4.005 0.083 -0.060 0.015 0.105
H 3.301 -6.276 4.756 -0.088 0.032 0.009 0.116
H 1.411 -6.591 1.777 0.019 -0.001 -0.064 0.121
H 1.607 -4.876 1.369 -0.052 -0.011 0.019 0.100
C -2.381 -2.982 -5.290 0.032 0.067 -0.115 -0.158
C -2.931 -4.361 -5.643 0.002 -0.032 0.096 -0.165
C -1.717 -5.022 -6.282 0.011 0.057 -0.074 -0.203
O -0.568 -4.459 -5.644 0.010 0.025 0.018 -0.140
C -0.955 -3.317 -4.877 -0.102 -0.061 0.147 -0.216
H -2.937 -2.472 -4.505 0.004 0.002 0.008 0.106
H -2.372 -2.342 -6.175 -0.022 0.012 0.011 0.114
H -3.216 -4.895 -4.734 -0.002 -0.006 -0.008 0.114
H -3.794 -4.333 -6.306 0.005 0.014 -0.019 0.112
H -1.662 -4.803 -7.354 -0.047 -0.021 -0.005 0.117
H -1.703 -6.105 -6.150 0.053 -0.004 0.012 0.115
H -0.905 -3.579 -3.813 -0.044 0.066 0.023 0.113
H -0.253 -2.502 -5.062 0.014 -0.011 -0.044 0.120
C 5.233 -1.393 3.730 -0.094 0.073 0.033 -0.168
C 4.594 -1.989 2.480 0.014 -0.024 -0.100 -0.175
C 4.556 -0.784 1.545 -0.090 0.019 0.089 -0.201
O 5.682 0.026 1.891 -0.018 -0.004 -0.003 -0.145
C 6.241 -0.423 3.126 0.087 -0.084 -0.065 -0.207
H 5.697 -2.130 4.383 0.013 -0.012 -0.015 0.109
H 4.483 -0.849 4.308 0.010 0.004 0.004 0.116
H 5.241 -2.765 2.060 -0.006 -0.012 0.008 0.110
H 3.610 -2.424 2.654 -0.010 0.014 0.008 0.105
H 3.645 -0.192 1.682 -0.059 -0.074 0.015 0.107
H 4.623 -1.069 0.493 0.066 0.060 -0.023 0.111
H 7.193 -0.924 2.915 0.005 -0.001 0.060 0.116
H 6.439 0.439 3.764 -0.007 0.035 -0.034 0.115
C -3.933 2.299 -6.811 0.056 0.057 0.022 -0.180
C -4.589 3.419 -7.616 -0.088 -0.060 -0.024 -0.169
C -3.965 3.214 -8.990 0.096 0.003 0.025 -0.209
O -3.711 1.813 -9.114 -0.003 0.016 0.030 -0.142
C -3.863 1.181 -7.840 -0.110 -0.012 -0.028 -0.204
H -4.487 2.017 -5.917 0.000 -0.006 0.007 0.115
H -2.927 2.596 -6.508 -0.013 -0.006 0.006 0.061
H -5.669 3.263 -7.663 0.003 0.009 -0.008 0.113
H -4.407 4.414 -7.213 0.025 0.001 0.006 0.110
H -3.013 3.750 -9.077 -0.027 0.049 0.007 0.115
H -4.616 3.532 -9.805 0.010 -0.040 -0.032 0.114
H -4.788 0.594 -7.851 0.013 -0.019 0.053 0.117
H -3.025 0.502 -7.674 0.021 0.004 -0.049 0.110
C -4.100 1.153 5.018 0.154 -0.014 0.351 -0.171
C -3.786 2.617 5.312 0.012 0.059 -0.252 -0.158
C -2.589 2.855 4.395 0.031 -0.103 0.039 -0.189
O -2.773 1.992 3.264 0.054 0.195 0.103 -0.158
C -3.811 1.049 3.536 -0.081 0.059 -0.219 -0.204
H -5.118 0.875 5.266 -0.082 0.058 0.044 0.093
H -3.420 0.509 5.582 -0.030 -0.020 -0.001 0.123
H -4.624 3.247 5.007 0.006 0.005 0.006 0.115
H -3.570 2.822 6.359 0.042 -0.030 -0.001 0.112
H -1.650 2.586 4.888 -0.007 0.027 0.029 0.121
H -2.515 3.887 4.049 0.007 -0.019 -0.063 0.118
H -4.687 1.319 2.942 -0.085 -0.074 0.034 0.103
H -3.480 0.055 3.231 0.054 0.012 -0.020 0.118
C 9.145 7.151 0.501 0.024 0.072 0.063 -0.170
C 9.112 6.127 1.632 -0.017 -0.080 -0.067 -0.168
C 7.817 6.494 2.343 -0.010 0.080 0.033 -0.204
O 6.939 7.010 1.339 0.063 0.015 -0.021 -0.160
C 7.671 7.250 0.134 -0.033 -0.098 -0.032 -0.201
H 9.770 6.857 -0.340 -0.005 -0.021 -0.006 0.111
H 9.507 8.112 0.875 -0.004 0.001 -0.009 0.113
H 9.044 5.117 1.221 -0.002 -0.001 0.012 0.114
H 9.979 6.169 2.289 0.004 0.022 0.006 0.111
H 7.982 7.273 3.095 0.032 -0.033 0.026 0.118
H 7.341 5.641 2.828 -0.053 0.012 -0.015 0.112
H 7.394 6.486 -0.600 0.031 0.021 -0.032 0.117
H 7.395 8.227 -0.263 -0.045 0.005 0.029 0.117
```
Forces are in eV/Å.

Calculated values
HOMO   -9.22 eV
E_LUMO   0.510 eV
Structure (SMILES)   C#CCB1OB(I)OB(CCOC(C)=O)O1.C1CCOC1.C1CCOC1.C1CCOC1.C1CCOC1.C1CCOC1.C1CCOC1.C1CCOC1.C1CCOC1.C1CCOC1
Net charge   0
Orbital gap   9.73 eV
E   -3113.36459 a.u.
Spin multiplicity   1

=====

Record 2
Here is a single C2HN3O3 molecule in a non-equilibrium geometry from the Open Molecules 2025 dataset. Energies are from the ωB97M-V functional and the def2-TZVPD basis.

XYZ file:
```
9
Properties=species:S:1:pos:R:3:forces:R:3:nbo_charge:R:1
O 1.442 -1.921 -0.536 2.084 -1.550 0.309 -0.431
C 0.628 -1.148 -0.316 -3.297 2.765 -1.315 0.835
N -0.795 -1.317 -0.527 -1.119 1.295 1.129 -0.269
N -1.658 -0.493 -0.070 3.210 0.306 1.323 0.110
N -1.187 0.645 0.786 2.766 -1.197 -3.145 -0.477
C 0.093 1.022 0.362 -4.048 2.049 1.127 0.813
O 0.340 2.392 0.530 -3.930 -2.245 1.779 -0.639
O 0.946 0.308 -0.323 0.012 -0.156 0.972 -0.479
H -0.678 2.683 1.031 4.323 -1.267 -2.179 0.536
```
Forces are in eV/Å.

Calculated values
HOMO   -10.70 eV
E_LUMO   -1.052 eV
Structure (SMILES)   O=c1nnnc(O)o1
Net charge   0
Orbital gap   9.65 eV
E   -466.67984 a.u.
Spin multiplicity   1

=====

Record 3
Here is 3 unconnected molecules or ions with the total composition C3H14NO2S in a non-equilibrium geometry from the Open Molecules 2025 dataset. Energies are from the ωB97M-V functional and the def2-TZVPD basis.

XYZ file:
```
21
Properties=species:S:1:pos:R:3:forces:R:3:nbo_charge:R:1
C 1.783 2.004 -0.195 0.238 -0.694 -1.249 -0.662
C 0.818 0.777 -0.402 -1.264 0.977 -0.342 -0.040
C 1.583 -0.516 -0.819 1.155 3.117 -3.326 -0.581
S 0.351 -1.425 -1.736 0.565 -1.534 -0.256 -0.011
N -0.129 0.524 0.886 3.386 0.657 -0.858 -0.766
H 1.513 2.631 -1.077 0.514 0.309 1.228 0.249
H 2.840 1.708 -0.351 -0.650 -0.149 -0.069 0.238
H 1.841 2.508 0.774 -0.841 0.120 -0.226 0.236
H 0.039 1.130 -1.282 1.956 -1.368 2.218 0.236
H 2.489 -0.106 -1.566 -2.528 -0.953 1.628 0.242
H 2.169 -1.060 -0.132 0.013 -0.544 1.498 0.244
H 1.120 -2.549 -1.932 -0.664 0.590 0.061 0.158
H 0.540 0.867 1.691 -2.777 -0.170 -1.520 0.449
H -1.131 0.828 0.746 1.612 0.683 1.106 0.471
H -0.216 -0.485 1.090 0.100 -0.098 -0.201 0.464
H -3.513 1.811 1.715 -3.002 1.454 2.631 0.495
H -3.158 1.447 0.378 0.129 -0.017 -0.208 0.482
O -2.793 1.505 1.270 2.677 -1.541 -2.669 -0.955
H -1.126 -2.131 2.584 -0.223 -2.336 2.322 0.504
H -2.017 -1.115 1.823 1.067 -0.795 0.426 0.501
O -1.108 -1.498 1.931 -1.464 2.292 -2.194 -0.953
```
Forces are in eV/Å.

Calculated values
HOMO   -12.58 eV
E_LUMO   -3.119 eV
Net charge   +1
Orbital gap   9.46 eV
E   -725.82136 a.u.
Spin multiplicity   1

=====

Record 4
Here is a molecular structure, CLiO2Yb in a non-equilibrium geometry from the Open Molecules 2025 dataset. Energies are from the ωB97M-V functional and the def2-TZVPD basis.

XYZ file:
```
5
Properties=species:S:1:pos:R:3:forces:R:3:lowdin_spin:R:1
O -3.024 1.375 0.069 1.095 -1.056 -0.023 0.001
C -2.169 0.646 0.032 -0.780 0.887 -0.013 0.008
O 1.541 -0.685 0.189 1.242 0.040 0.096 1.805
Yb 3.933 -0.613 -0.139 0.934 0.024 0.055 0.190
Li -0.282 -0.724 -0.152 -2.491 0.106 -0.115 -0.004
```
Forces are in eV/Å.

Calculated values
HOMO (spin up / spin down)   -24.32 / -24.27 eV
E_LUMO (spin up / spin down)   -15.588 / -20.039 eV
Net charge   +3
Orbital gap (spin up / spin down)   8.73 / 4.23 eV
E   -1353.42601 a.u.
Spin multiplicity   3

=====

Record 5
Here is a single C6H11N3 molecule in a non-equilibrium geometry from the Open Molecules 2025 dataset. Energies are from the ωB97M-V functional and the def2-TZVPD basis.

XYZ file:
```
20
Properties=species:S:1:pos:R:3:forces:R:3:nbo_charge:R:1
H -0.992 -2.188 -0.513 -4.367 0.087 0.989 0.351
N -2.169 -2.144 -0.184 2.885 -0.150 -0.653 -0.667
C -2.371 -0.913 0.072 -0.993 -1.476 1.497 0.256
N -1.324 -0.028 -0.071 -6.524 4.778 0.725 -0.296
C -1.763 1.508 -0.093 2.567 -1.542 -0.504 -0.254
C -0.073 1.831 0.127 -3.432 2.270 3.325 -0.447
C 0.757 0.709 -0.022 -1.052 -7.635 -2.885 0.156
C 2.251 0.115 -0.365 -2.907 -1.138 0.604 -0.413
C 2.126 -1.430 0.259 1.156 -3.323 -0.314 -0.644
N -0.090 -0.324 -0.179 3.767 0.621 0.306 -0.228
H -3.465 -0.523 0.708 3.498 -0.954 -2.456 0.186
H -2.571 1.818 0.658 1.919 -0.727 -0.136 0.218
H -2.352 1.837 -1.079 2.135 -0.861 1.438 0.204
H 0.195 2.577 -0.446 1.181 3.998 -3.375 0.219
H 0.167 2.257 1.108 -0.758 0.095 0.415 0.226
H 2.915 0.718 0.268 0.514 -0.423 -0.863 0.220
H 2.401 0.067 -1.555 0.028 0.392 3.010 0.244
H 3.208 -1.995 0.351 -2.360 1.729 -0.588 0.207
H 1.723 -1.598 1.350 0.554 1.188 -2.155 0.231
H 1.428 -2.295 -0.394 2.190 3.069 1.618 0.232
```
Forces are in eV/Å.

Calculated values
HOMO   -7.77 eV
E_LUMO   0.727 eV
Structure (SMILES)   [H]/N=C\N1CCC(CC)=N1
Net charge   0
Orbital gap   8.49 eV
E   -399.21631 a.u.
Spin multiplicity   1

=====

Record 6
Here is 6 unconnected molecules or ions with the total composition C2H16O5S in a non-equilibrium geometry from the Open Molecules 2025 dataset. Energies are from the ωB97M-V functional and the def2-TZVPD basis.

XYZ file:
```
24
Properties=species:S:1:pos:R:3:forces:R:3:nbo_charge:R:1
C 3.809 1.178 0.602 0.939 0.574 3.702 -0.774
S 2.235 0.532 -0.044 0.928 -0.336 -0.828 0.162
C 2.619 -1.026 -1.011 -0.006 -1.309 0.190 -0.754
H 4.071 0.746 1.704 -0.681 0.595 -2.720 0.218
H 3.974 2.304 0.802 -1.353 -1.505 -0.711 0.248
H 4.617 0.966 -0.047 0.718 -0.645 -0.719 0.224
H 3.125 -1.883 -0.488 0.267 1.396 0.078 0.227
H 1.630 -1.482 -0.996 -0.422 0.310 -0.456 0.231
H 2.988 -1.061 -2.084 -0.362 0.968 1.374 0.230
O -0.333 0.402 1.936 -3.926 3.277 2.281 -0.980
H -0.819 -0.292 2.327 0.201 -1.623 0.040 0.483
H 0.404 0.279 1.449 3.600 -1.737 -2.228 0.484
O -1.232 2.797 -1.602 -2.594 0.404 -0.608 -0.948
H -0.512 2.528 -1.087 1.694 -0.638 1.240 0.467
H -2.021 2.648 -1.030 0.876 0.133 -0.520 0.480
O -2.797 -1.197 -0.917 0.486 -1.484 -0.377 -0.967
H -2.028 -0.962 -1.439 -0.018 0.262 0.031 0.479
H -3.265 -0.413 -0.718 -0.631 1.545 0.357 0.492
O -3.527 1.481 0.817 2.816 -1.527 0.969 -0.952
H -4.376 1.697 1.106 -2.324 0.696 0.544 0.468
H -3.125 1.059 1.639 -0.396 0.826 -1.733 0.486
O -1.775 -3.550 0.015 2.291 -2.283 1.648 -0.963
H -1.193 -3.752 -0.716 -0.336 0.229 -0.314 0.464
H -2.469 -2.999 -0.218 -1.765 1.872 -1.241 0.492
```
Forces are in eV/Å.

Calculated values
HOMO   -9.22 eV
E_LUMO   0.393 eV
Structure (SMILES)   CSC.O.O.O.O.O
Net charge   0
Orbital gap   9.61 eV
E   -860.11070 a.u.
Spin multiplicity   1

=====

Record 7
Here is a single C5H10O molecule from the Open Molecules 2025 dataset. Energies are from the ωB97M-V functional and the def2-TZVPD basis.

XYZ file:
```
16
Properties=species:S:1:pos:R:3:forces:R:3:nbo_charge:R:1
C 1.463 0.617 0.741 -0.100 0.007 -0.050 -0.637
C 0.749 0.396 -0.616 0.406 -0.189 -0.283 -0.414
C -0.847 -0.383 -1.095 0.467 0.078 0.631 0.142
C -0.968 -1.585 -0.162 -0.003 -0.055 -0.025 -0.706
C -0.953 0.965 0.004 -0.515 0.465 0.463 0.005
O -1.892 0.575 -0.887 -0.199 0.075 0.009 -0.500
H 1.196 -0.163 1.466 0.010 0.135 -0.167 0.211
H 1.263 1.593 1.201 -0.036 -0.159 -0.132 0.201
H 2.545 0.540 0.570 -0.246 0.039 0.023 0.224
H 1.147 -0.535 -0.988 0.485 -0.055 -0.110 0.240
H 0.987 1.174 -1.340 -0.026 -0.109 0.048 0.226
H -1.764 -2.233 -0.541 0.113 0.052 0.002 0.237
H -0.013 -2.123 -0.205 -0.288 -0.138 -0.010 0.210
H -1.177 -1.373 0.900 -0.088 -0.100 -0.262 0.186
H -0.640 2.005 -0.071 -0.096 -0.129 -0.093 0.198
H -1.076 0.589 1.016 0.115 0.082 -0.044 0.178
```
Forces are in eV/Å.

Calculated values
HOMO   -7.71 eV
E_LUMO   0.978 eV
Net charge   0
Orbital gap   8.68 eV
E   -271.54288 a.u.
Spin multiplicity   1

=====

Record 8
Here is a single FOPS molecule in a non-equilibrium geometry from the Open Molecules 2025 dataset. Energies are from the ωB97M-V functional and the def2-TZVPD basis.

XYZ file:
```
4
Properties=species:S:1:pos:R:3:forces:R:3:nbo_charge:R:1
O 0.760 1.617 0.952 0.186 -0.993 -1.283 -0.876
F -0.496 -1.588 -1.009 -0.694 -0.050 0.267 -0.582
P -0.983 -0.547 0.147 1.565 0.012 -0.927 0.761
S 0.719 0.518 -0.090 -1.057 1.030 1.943 0.697
```
Forces are in eV/Å.

Calculated values
HOMO (spin up / spin down)   -9.50 / -9.43 eV
E_LUMO (spin up / spin down)   -1.716 / -1.711 eV
Net charge   0
Orbital gap (spin up / spin down)   7.78 / 7.71 eV
E   -914.61633 a.u.
Spin multiplicity   1